Record 1
17
Properties=species:S:1:pos:R:3:forces:R:3 method="wB97M-V/def2-TZVPD" de_lowest_kj_mol=166.11
Cl 1.738 0.172 4.137 -0.009 0.358 -1.365
Cl -0.872 1.183 4.128 0.041 0.504 -0.332
Cl 0.995 2.428 2.297 0.172 -0.667 -0.278
N 0.285 -0.303 0.650 3.957 5.681 3.642
N -0.977 -1.091 2.384 1.142 1.502 -0.639
O -0.432 -1.335 -1.364 0.508 -1.721 1.940
S -1.360 -1.931 1.001 -3.079 -2.801 2.970
C -0.325 -1.170 0.043 -0.341 -0.222 -5.808
C -0.067 -0.165 2.036 -0.636 -2.906 -3.493
C 0.506 0.896 2.969 -1.165 -1.015 2.064
C -0.293 0.664 -2.585 1.423 -0.624 -0.116
C 0.393 -0.727 -2.367 -0.337 3.267 -0.444
H 0.349 1.323 -3.162 -0.082 0.055 -0.282
H -0.516 1.157 -1.667 0.356 0.252 1.061
H -1.242 0.558 -3.015 -1.281 -0.288 -1.153
H 0.392 -1.238 -3.378 -0.210 -0.248 1.754
H 1.428 -0.423 -2.106 -0.461 -1.127 0.479



Record 2
13
Properties=species:S:1:pos:R:3:forces:R:3 method="wB97M-V/def2-TZVPD" de_lowest_kj_mol=143.44 smiles="FC1=CC[C@@H](Cl)[C@@H]1F"
F 2.100 -1.146 0.878 -0.822 -0.113 -1.144
C 0.811 -0.788 0.567 1.445 -0.036 5.030
C 0.016 -0.378 1.566 2.118 -0.023 1.857
C -1.232 0.199 1.012 -1.130 -1.612 0.244
C -0.799 0.299 -0.522 -5.129 2.437 1.655
Cl -0.295 2.009 -0.739 0.152 -0.385 -0.449
C 0.239 -0.699 -0.729 0.721 1.549 -0.867
F -0.455 -1.770 -1.070 -0.682 -3.363 -1.333
H 0.472 -0.255 2.661 -1.472 -0.541 -2.502
H -2.255 -0.349 1.289 2.265 0.619 -0.999
H -1.379 1.150 1.447 -0.178 1.312 0.124
H -1.811 0.118 -1.034 2.052 0.304 -0.276
H 0.964 -0.370 -1.428 0.659 -0.149 -1.340



Record 3
15
Properties=species:S:1:pos:R:3:forces:R:3 method="wB97M-V/def2-TZVPD" de_lowest_kj_mol=0.00 spin_multiplicity=3
C 0.289 2.471 -0.565 -1.092 0.130 -0.728
C -0.294 0.284 -0.483 3.134 1.752 0.668
C -1.926 1.004 3.721 0.834 -1.714 -2.333
C 0.418 2.002 0.694 0.361 -0.753 2.078
C -0.443 -1.179 -0.799 -2.237 0.777 2.456
N -0.132 1.389 -1.248 -1.920 -2.700 -1.661
N 0.151 0.633 0.767 0.183 1.989 -1.316
O -1.626 0.295 2.853 -0.089 -0.441 -0.049
O -2.208 1.714 4.547 -1.117 2.019 2.652
Cl 0.667 2.691 3.810 0.138 0.062 -0.110
H 0.130 3.446 -1.079 0.893 -0.799 1.039
H -1.293 -1.166 -1.490 0.020 -1.030 0.252
H -0.628 -1.708 0.267 -0.091 0.979 -2.701
H 0.402 -1.650 -1.216 1.114 -0.219 -0.683
H 0.281 0.041 1.558 -0.130 -0.053 0.440



Record 4
16
Properties=species:S:1:pos:R:3:forces:R:3 method="wB97M-V/def2-TZVPD" de_lowest_kj_mol=173.97 total_charge=-1
C -2.777 0.025 -0.112 0.136 -3.695 -2.150
C -3.019 1.343 0.580 -0.509 0.516 1.601
C 2.040 0.143 0.235 1.011 1.675 -0.319
C 1.944 -0.405 -1.131 1.087 -0.463 -2.250
C -0.036 -0.452 -0.196 -4.773 0.155 -0.133
N 0.710 0.249 0.649 -1.059 1.020 0.085
O -2.978 2.391 -0.011 0.232 0.445 -0.478
O -3.351 -0.905 -0.518 1.422 1.950 0.825
O -3.341 0.934 1.707 0.127 0.417 0.105
O 0.559 -0.521 -1.377 -0.552 0.198 -0.532
Cl 0.095 -2.428 0.679 0.144 -0.885 0.084
H 2.501 -0.593 0.784 1.925 -1.064 1.903
H 2.422 1.160 0.201 1.059 -0.209 0.432
H 2.417 0.323 -1.823 -0.364 -0.758 -0.160
H 2.313 -1.444 -1.280 0.413 0.825 0.303
H 0.499 0.180 1.613 -0.299 -0.127 0.685



Record 5
16
Properties=species:S:1:pos:R:3:forces:R:3 method="wB97M-V/def2-TZVPD" e_tot_ev=-27462.5388 total_charge=-1 spin_multiplicity=3
C 1.660 -0.476 0.872 -2.268 4.662 -2.194
C 1.725 -1.459 1.693 1.812 -4.314 2.015
C -0.599 -2.860 -1.132 0.000 0.867 0.448
C 2.118 -0.403 -0.501 3.342 -2.767 0.295
C -1.215 0.426 -0.605 0.147 3.446 -1.522
N -0.746 -1.825 -0.595 -0.156 -1.167 -1.284
O 3.209 -1.229 -0.735 -0.274 0.788 -1.613
O 1.638 0.182 -1.399 -0.694 0.997 -1.229
O 1.677 -2.309 2.531 -0.465 -0.227 0.977
O -1.017 -0.762 0.097 -0.714 -0.725 2.115
Cl 0.548 2.228 1.656 -0.086 0.691 0.318
H 1.006 0.378 0.989 -0.475 0.494 0.638
H -0.332 0.497 -1.310 -1.386 0.549 0.793
H -1.221 1.308 0.167 0.584 -1.985 -1.202
H -2.192 0.565 -1.160 0.788 -1.059 0.496
H 3.683 -1.460 0.055 -0.157 -0.250 0.949



Record 6
13
Properties=species:S:1:pos:R:3:forces:R:3 method="wB97M-V/def2-TZVPD" de_lowest_kj_mol=110.62 spin_multiplicity=3
C -1.330 -1.008 1.219 -2.101 0.613 -0.450
C -0.174 -0.388 1.168 -1.413 -0.566 0.467
C -2.868 -1.169 0.682 4.223 2.769 1.184
C 1.464 0.479 -0.176 6.598 -0.887 -1.435
C 1.705 1.017 -1.610 -2.099 0.464 1.447
O 2.386 0.022 0.512 -1.684 1.127 -0.817
O 0.247 0.360 0.066 -5.044 -0.329 1.306
Cl -3.973 -0.083 1.312 -0.080 -0.113 -0.031
H 0.407 -0.412 2.079 0.737 0.137 -0.359
H -3.049 -2.145 0.507 -1.410 -2.823 -0.680
H 0.752 0.964 -2.181 0.644 0.252 0.406
H 2.372 0.325 -2.021 1.361 -0.605 -0.793
H 2.063 2.039 -1.556 0.266 -0.038 -0.243